1.
DFT (ωB97M-V/def2-TZVPD) results for C22H32CrN6O3S2 as an isolated structure in a non-equilibrium geometry.

```
66
Properties=species:S:1:pos:R:3:nbo_charge:R:1
Cr 1.268 0.655 -0.457 0.83
C 1.373 -0.077 -2.412 -0.42
N 0.696 1.168 -2.462 -0.45
C 1.440 2.414 -2.693 -0.20
C 1.340 3.381 -1.519 -0.23
N 1.931 2.791 -0.304 -0.46
C 3.390 3.015 -0.326 -0.39
C 1.425 3.332 0.950 0.10
C 1.192 4.696 1.066 -0.18
C 0.800 5.263 2.268 -0.28
C 0.667 4.440 3.379 -0.22
C 0.897 3.081 3.268 -0.23
C 1.264 2.476 2.056 -0.13
S 1.454 0.736 1.954 -0.27
C -0.691 1.229 -2.842 0.06
C -1.047 1.044 -4.172 -0.16
C -2.375 1.106 -4.561 -0.29
C -3.344 1.357 -3.591 -0.22
C -2.988 1.538 -2.267 -0.24
C -1.645 1.481 -1.850 -0.16
S -1.157 1.690 -0.193 -0.32
H 2.110 -0.340 -3.170 0.17
H 0.707 -0.887 -2.153 0.19
H 3.348 -0.302 -1.228 0.44
H 1.012 2.927 -3.563 0.20
H 2.475 2.162 -2.933 0.21
H 0.294 3.613 -1.328 0.24
H 1.859 4.311 -1.801 0.18
H 3.586 4.092 -0.235 0.16
H 3.810 2.613 -1.241 0.22
H 3.844 2.471 0.497 0.24
H 1.318 5.323 0.191 0.19
H 0.607 6.327 2.336 0.20
H 0.370 4.856 4.335 0.19
H 0.771 2.435 4.129 0.21
H -0.263 0.841 -4.894 0.20
H -2.653 0.961 -5.597 0.20
H -4.390 1.405 -3.873 0.20
H -3.745 1.725 -1.516 0.21
N -0.317 -1.199 -0.064 -0.82
C -0.137 -2.593 0.339 -0.17
C -1.114 -3.527 -0.390 -0.40
C -1.314 -4.936 0.176 -0.40
C -1.959 -4.976 1.570 -0.23
N -1.062 -4.559 2.623 -0.63
C -1.476 -3.829 3.595 0.60
N -2.790 -3.587 3.885 -0.84
N -0.564 -3.248 4.426 -0.81
C 1.312 -3.075 0.120 0.78
O 1.713 -4.108 0.866 -0.69
O 2.011 -2.629 -0.744 -0.56
H -0.756 -0.659 0.672 0.42
H -0.917 -1.124 -0.878 0.38
H -0.371 -2.640 1.405 0.22
H -0.784 -3.578 -1.433 0.22
H -2.095 -3.041 -0.395 0.21
H -0.381 -5.505 0.170 0.21
H -2.009 -5.456 -0.488 0.21
H -2.315 -5.998 1.754 0.18
H -2.849 -4.327 1.531 0.15
H 0.999 -4.420 1.456 0.51
H -3.505 -4.036 3.347 0.40
H -3.063 -2.916 4.577 0.39
H 0.385 -3.206 4.100 0.41
H -0.847 -2.582 5.119 0.39
O 3.252 0.401 -0.585 -1.09
```

The multiplicity is 2. The highest occupied orbital energy (alpha / beta) is -3.515 / -3.079 eV. The calculation puts the energy relative to the best compared isomer or geometry (same formula, charge and spin) at 58.20 kcal/mol. As for the net charge: -1. For the energy, the calculation gives -88510.283 eV.

2.
DFT (ωB97M-V/def2-TZVPD) results for one molecule with the formula C22H32N2O2.

```
58
Properties=species:S:1:pos:R:3:nbo_charge:R:1
C 2.925 -2.178 0.727 -0.62
C 1.679 -1.486 0.203 -0.04
C 1.958 -0.039 -0.235 -0.42
C 2.806 0.023 -1.478 -0.02
C 2.242 -0.311 -2.710 -0.21
C 2.999 -0.296 -3.873 -0.20
C 4.335 0.066 -3.806 -0.04
C 4.906 0.404 -2.584 0.07
C 4.150 0.381 -1.423 -0.24
C 6.366 0.743 -2.762 -0.44
C 6.472 1.008 -4.275 -0.38
C 5.362 0.149 -4.908 -0.43
N 0.642 -1.523 1.221 -0.62
C -0.659 -1.346 0.918 0.66
O -1.066 -1.195 -0.226 -0.65
C -1.608 -1.290 2.107 0.16
O -1.008 -1.790 3.295 -0.72
C -2.179 0.130 2.324 -0.42
C -3.585 -0.360 1.881 -0.02
C -4.677 -0.146 2.921 -0.39
C -5.053 1.329 3.028 -0.41
C -5.509 1.897 1.683 -0.05
N -5.856 3.316 1.720 -0.83
C -4.431 1.665 0.632 -0.40
C -4.035 0.195 0.534 -0.40
C -3.032 -1.805 1.802 -0.42
H 3.711 -2.160 -0.026 0.23
H 3.304 -1.668 1.617 0.20
H 2.719 -3.218 0.984 0.21
H 1.292 -2.028 -0.662 0.22
H 0.997 0.444 -0.421 0.23
H 2.446 0.490 0.588 0.20
H 1.190 -0.576 -2.750 0.22
H 2.543 -0.553 -4.822 0.21
H 4.595 0.648 -0.470 0.20
H 6.682 1.596 -2.160 0.21
H 6.989 -0.108 -2.470 0.21
H 6.263 2.062 -4.470 0.20
H 7.461 0.788 -4.676 0.21
H 5.735 -0.851 -5.155 0.21
H 4.967 0.580 -5.829 0.22
H 0.883 -1.590 2.197 0.42
H -1.035 -2.753 3.262 0.47
H -2.122 0.396 3.380 0.22
H -1.726 0.918 1.722 0.22
H -5.559 -0.728 2.626 0.20
H -4.352 -0.533 3.891 0.21
H -5.836 1.472 3.778 0.21
H -4.183 1.906 3.367 0.19
H -6.410 1.356 1.369 0.18
H -6.613 3.485 2.371 0.35
H -5.062 3.863 2.036 0.35
H -4.780 2.039 -0.332 0.22
H -3.553 2.267 0.902 0.19
H -3.246 0.051 -0.205 0.24
H -4.900 -0.390 0.197 0.20
H -3.147 -2.296 0.837 0.23
H -3.395 -2.449 2.606 0.21
```

The highest occupied orbital energy is -8.540 eV. The calculation puts the energy relative to the best compared isomer or geometry (same formula, charge and spin) at 17.54 kcal/mol. As for the net charge: 0. For the energy, the calculation gives -30410.009 eV.

3.
DFT (ωB97M-V/def2-TZVPD) results for one molecule with the formula C22H32N2O3.

```
59
Properties=species:S:1:pos:R:3:nbo_charge:R:1
C -2.282 0.846 0.423 -0.41
N -1.188 1.676 -0.021 -0.44
C -0.676 1.730 -1.276 0.70
O 0.246 2.474 -1.554 -0.64
C -1.251 0.766 -2.313 -0.31
H -2.332 0.665 -2.199 0.21
C -0.602 -0.601 -2.041 -0.22
N -1.060 -1.567 -3.006 -0.46
C -0.994 -1.257 -4.325 0.69
O -1.420 -1.985 -5.200 -0.63
C -0.318 0.073 -4.581 -0.50
H -0.392 0.301 -5.644 0.24
C -0.926 1.208 -3.747 -0.40
H -1.835 1.565 -4.234 0.21
H -0.217 2.038 -3.705 0.25
H 0.741 -0.039 -4.332 0.22
C -1.708 -2.779 -2.564 -0.21
H -2.153 -3.228 -3.455 0.25
H -2.503 -2.528 -1.853 0.18
C -0.733 -3.782 -1.923 -0.43
C -0.198 -3.298 -0.605 -0.02
C 1.128 -2.909 -0.466 -0.21
C 1.597 -2.408 0.737 -0.21
C 0.744 -2.289 1.820 -0.22
C -0.577 -2.689 1.698 -0.23
C -1.042 -3.193 0.497 -0.18
H -2.072 -3.508 0.410 0.20
H -1.246 -2.611 2.544 0.21
H 1.108 -1.895 2.757 0.22
H 2.631 -2.109 0.828 0.22
H 1.799 -2.997 -1.309 0.21
H -1.272 -4.720 -1.776 0.22
H 0.088 -3.964 -2.618 0.22
H -0.859 -0.956 -1.045 0.23
H 0.488 -0.490 -2.089 0.21
C -0.488 2.391 1.032 -0.21
C 0.306 1.432 1.923 -0.40
C 1.302 2.151 2.836 -0.22
C 0.612 3.032 3.880 -0.43
H 0.052 3.837 3.404 0.21
C 1.657 3.642 4.816 -0.06
O 2.436 2.659 5.456 -0.53
C 3.132 1.863 4.525 -0.06
C 2.179 1.136 3.576 -0.42
H 2.756 0.540 2.867 0.21
H 1.543 0.467 4.159 0.20
H 3.712 1.153 5.117 0.19
H 3.824 2.491 3.942 0.16
H 1.179 4.209 5.618 0.19
H 2.310 4.319 4.242 0.16
H -0.079 2.424 4.469 0.20
H 1.947 2.783 2.215 0.20
H 0.859 0.747 1.274 0.21
H -0.377 0.836 2.532 0.19
H 0.193 3.089 0.541 0.24
H -1.217 2.956 1.619 0.19
H -3.036 0.733 -0.353 0.21
H -1.945 -0.147 0.737 0.20
H -2.754 1.331 1.278 0.21
```

The SMILES is CN(CCC1CCOCC1)C(=O)[C@H]1CCC(=O)N(CCc2ccccc2)C1. The highest occupied orbital energy is -9.012 eV. The calculation puts the energy relative to the best compared isomer or geometry (same formula, charge and spin) at 10.83 kcal/mol. As for the net charge: 0. For the energy, the calculation gives -32457.284 eV.

4.
DFT (ωB97M-V/def2-TZVPD) results for one molecule with the formula C22H32N2O4.

```
60
Properties=species:S:1:pos:R:3:nbo_charge:R:1
C 0.162 -5.058 2.619 -0.27
H 0.073 -4.022 2.942 0.19
H 0.987 -5.542 3.144 0.19
H -0.764 -5.603 2.815 0.21
O 0.432 -5.046 1.223 -0.51
C -0.179 -5.961 0.462 0.81
O -0.935 -6.794 0.889 -0.61
C 0.209 -5.792 -0.988 -0.50
C -1.035 -5.745 -1.878 -0.40
H -0.726 -5.627 -2.918 0.20
H -1.576 -6.687 -1.789 0.23
C -1.982 -4.605 -1.465 -0.03
N -1.229 -3.381 -1.249 -0.47
C -0.772 -2.688 -2.434 -0.22
C 0.351 -1.724 -2.056 -0.40
H 0.711 -1.195 -2.940 0.21
H 1.184 -2.278 -1.622 0.21
C -0.151 -0.721 -1.020 0.10
C -0.714 -1.493 0.175 -0.44
C -1.801 -2.454 -0.301 -0.21
H -2.637 -1.872 -0.734 0.16
H -2.187 -3.016 0.553 0.21
H -1.113 -0.810 0.926 0.22
H 0.097 -2.068 0.625 0.22
H -0.938 -0.101 -1.474 0.17
O 0.954 0.090 -0.654 -0.51
C 0.761 1.260 0.006 0.40
C -0.471 1.839 0.300 -0.34
C -0.522 3.049 0.968 -0.14
C 0.636 3.718 1.338 -0.17
C 1.867 3.130 1.056 -0.16
C 1.927 1.920 0.403 -0.29
H 2.874 1.452 0.184 0.22
H 2.780 3.610 1.374 0.21
C 0.511 4.993 2.102 0.67
O -0.247 5.104 3.052 -0.62
N 1.291 6.022 1.702 -0.43
C 2.008 6.150 0.450 -0.21
C 1.858 7.631 0.105 -0.41
H 2.633 7.981 -0.574 0.22
C 1.927 8.290 1.481 -0.41
H 1.487 9.284 1.496 0.22
C 1.163 7.310 2.371 -0.21
H 1.569 7.248 3.384 0.21
H 0.102 7.567 2.453 0.21
H 2.965 8.364 1.805 0.20
H 0.883 7.810 -0.350 0.20
H 1.594 5.485 -0.309 0.22
H 3.069 5.905 0.591 0.18
H -1.478 3.489 1.212 0.23
H -1.396 1.360 0.022 0.22
H -1.585 -2.114 -2.916 0.17
H -0.396 -3.416 -3.152 0.21
C -3.144 -4.484 -2.459 -0.63
H -3.719 -5.405 -2.466 0.22
H -2.777 -4.298 -3.466 0.20
H -3.805 -3.669 -2.171 0.21
H -2.401 -4.875 -0.489 0.20
H 0.783 -4.873 -1.085 0.24
H 0.829 -6.644 -1.274 0.23
```

The SMILES is COC(=O)CC[C@H](C)N1CCC(Oc2ccc(C(=O)N3CCCC3)cc2)CC1. The highest occupied orbital energy is -8.466 eV. The calculation puts the energy relative to the best compared isomer or geometry (same formula, charge and spin) at 42.74 kcal/mol. As for the net charge: 0. For the energy, the calculation gives -34504.455 eV.